The following is a DFT calculation (ωB97M-V/def2-TZVPD) of an isolated ion of composition C10H10NO and charge -1.

Output
Frontier orbital gap in Eh: 0.17790
Charge: -1
SMILES: CC#C[C@H](N[O-])c1ccccc1

Last column: Löwdin charge in e.
Positions of all 22 atoms, in Å:
C1 2.5864 -0.1502 -0.5913  -0.1962
C2 1.8715 -0.3943 0.3381  0.0128
C3 -3.2207 0.4625 -0.4461  -0.1293
C4 -2.1042 0.3679 -1.2581  -0.0727
C5 -3.1870 0.1133 0.8707  -0.1047
C6 -0.9105 -0.0215 -0.6847  -0.0626
C7 -1.9775 -0.3554 1.4157  -0.0075
C8 -0.7824 -0.3834 0.6087  -0.2182
C9 3.4714 0.3735 -1.6966  -0.1596
C10 0.3610 -1.1325 1.1953  -0.2358
N1 0.3236 -2.4621 0.8004  -0.2536
O1 0.5090 -3.4717 1.6065  -0.3609
H1 -4.0553 0.7025 -0.9548  0.0538
H2 -2.0461 0.8526 -2.1372  0.0607
H3 -4.1160 0.0143 1.4602  0.1004
H4 -0.0036 -0.0085 -1.2451  0.0887
H5 -1.8932 -0.7611 2.4224  0.1083
H6 4.5725 0.4082 -1.4192  0.0723
H7 3.4512 -0.2435 -2.6173  0.0552
H8 3.2292 1.3244 -2.0638  0.0219
H9 0.6890 -0.9079 2.2686  0.1414
H10 -0.2663 -2.7209 0.0861  0.0857

Atoms 1-3, force components in eV/Å:
C 2.070 1.422 -2.508
C -2.017 -0.560 2.003
C 2.085 -0.645 -0.611


The following is a DFT calculation (ωB97M-V/def2-TZVPD) of one molecule with the formula C10H10O.

Output
Frontier orbital gap (alpha / beta) in Eh: 0.26587 / 0.26583
Charge: 0
SMILES: CC/C=c1\ccccc1=C=O

Last column: Löwdin charge in e.
Positions of all 21 atoms, in Å:
C1 2.6915 0.2611 1.7001  -0.0963
C2 2.6417 0.5306 0.2920  -0.0770
C3 1.5816 -0.0912 2.3772  -0.0353
C4 1.4875 0.4896 -0.4050  -0.0264
C5 0.3429 -0.1989 1.6640  -0.1644
C6 0.2429 0.2067 0.2533  -0.1900
C7 -0.7987 -0.7165 2.0453  -0.1260
C8 -1.0101 0.2762 -0.2296  -0.0827
C9 -2.3373 -0.6739 -2.0945  -0.1079
C10 -1.3814 0.4455 -1.6713  -0.2457
O1 -1.7840 -1.2347 2.3863  0.2109
H1 3.6414 0.3354 2.2063  0.0988
H2 3.5640 0.7954 -0.2055  0.1026
H3 1.5873 -0.3125 3.4335  0.1145
H4 1.4746 0.7244 -1.4575  0.1045
H5 -1.8626 0.1969 0.4252  0.1067
H6 -1.9440 -1.6359 -1.7737  0.0737
H7 -2.4557 -0.6923 -3.1753  0.0658
H8 -3.3202 -0.5338 -1.6450  0.0716
H9 -1.8687 1.4141 -1.8248  0.1098
H10 -0.4930 0.4139 -2.3009  0.0928

Atoms 1-3, force components in eV/Å:
C -0.185 -0.146 0.733
C -0.348 0.069 -0.648
C 0.345 0.035 0.270


> What is the charge in the second record?

0


Please write out number 1 again, unchanged.
The following is a DFT calculation (ωB97M-V/def2-TZVPD) of an isolated ion of composition C10H10NO and charge -1.

Output
Frontier orbital gap in Eh: 0.17790
Charge: -1
SMILES: CC#C[C@H](N[O-])c1ccccc1

Last column: Löwdin charge in e.
Positions of all 22 atoms, in Å:
C1 2.5864 -0.1502 -0.5913  -0.1962
C2 1.8715 -0.3943 0.3381  0.0128
C3 -3.2207 0.4625 -0.4461  -0.1293
C4 -2.1042 0.3679 -1.2581  -0.0727
C5 -3.1870 0.1133 0.8707  -0.1047
C6 -0.9105 -0.0215 -0.6847  -0.0626
C7 -1.9775 -0.3554 1.4157  -0.0075
C8 -0.7824 -0.3834 0.6087  -0.2182
C9 3.4714 0.3735 -1.6966  -0.1596
C10 0.3610 -1.1325 1.1953  -0.2358
N1 0.3236 -2.4621 0.8004  -0.2536
O1 0.5090 -3.4717 1.6065  -0.3609
H1 -4.0553 0.7025 -0.9548  0.0538
H2 -2.0461 0.8526 -2.1372  0.0607
H3 -4.1160 0.0143 1.4602  0.1004
H4 -0.0036 -0.0085 -1.2451  0.0887
H5 -1.8932 -0.7611 2.4224  0.1083
H6 4.5725 0.4082 -1.4192  0.0723
H7 3.4512 -0.2435 -2.6173  0.0552
H8 3.2292 1.3244 -2.0638  0.0219
H9 0.6890 -0.9079 2.2686  0.1414
H10 -0.2663 -2.7209 0.0861  0.0857

Atoms 1-3, force components in eV/Å:
C 2.070 1.422 -2.508
C -2.017 -0.560 2.003
C 2.085 -0.645 -0.611